101
Properties=species:S:1:pos:R:3:mulliken_spin:R:1 method="wB97M-V/def2-TZVPD" homo_lumo_gap_ev="7.70 / 7.93" total_charge=+1 multiplicity=2 homo_energy_ev="-11.436 / -11.468" de_lowest_ev=1.751
V 0.56 -0.50 -1.37 1.087
O 0.96 -1.17 3.17 0.000
As 0.06 -1.52 1.73 -0.017
O -1.50 -1.60 2.19 -0.002
O 0.25 -0.06 0.67 -0.009
C 1.01 -3.05 1.04 0.007
C 0.44 -4.25 1.43 0.004
C 1.06 -5.44 1.08 0.000
C 2.23 -5.43 0.35 0.001
C 2.81 -4.23 -0.05 -0.003
C 2.20 -3.04 0.30 0.009
S 3.09 -1.54 -0.02 -0.002
O 2.93 -0.81 1.20 0.002
O 4.37 -1.82 -0.55 -0.001
O 2.31 -0.70 -1.13 -0.033
H 0.29 -0.97 3.84 0.000
H -0.48 -4.25 2.00 0.000
H 0.62 -6.38 1.39 0.000
H 2.71 -6.37 0.09 0.000
H 3.74 -4.21 -0.61 0.000
C -3.39 -4.55 0.58 0.000
C -2.48 -4.53 -0.65 0.000
C -2.32 -3.14 -1.17 0.004
N -1.59 -2.25 -0.64 0.005
N -1.59 -1.03 -1.28 -0.018
C -2.42 -1.02 -2.32 0.006
N -2.68 0.08 -3.03 -0.001
S -3.20 -2.53 -2.56 0.001
H -3.47 -5.57 0.98 0.000
H -4.39 -4.21 0.33 0.000
H -2.99 -3.90 1.36 0.000
H -2.88 -5.17 -1.44 0.000
H -1.48 -4.90 -0.40 0.000
H -2.18 0.95 -2.83 0.000
H -3.20 0.01 -3.88 0.000
C 0.96 3.14 -2.80 -0.005
C -0.14 2.26 -2.29 0.006
O -1.33 2.51 -2.50 -0.001
N 0.22 1.17 -1.53 -0.070
Te -1.30 1.29 0.46 -0.001
C -2.21 1.25 2.37 0.000
C -3.56 0.88 2.28 0.002
C -4.12 0.07 1.12 -0.002
C -4.40 1.21 3.33 0.000
C -3.93 1.89 4.45 0.000
C -4.87 2.24 5.57 0.000
C -2.58 2.18 4.53 0.000
C -1.69 1.87 3.51 -0.002
C -0.23 2.17 3.73 0.003
C -0.33 3.13 0.82 0.000
C -1.23 4.19 0.81 0.001
C -2.73 4.07 0.65 0.001
C -0.73 5.48 0.97 0.000
C 0.62 5.73 1.12 0.000
C 1.15 7.13 1.29 0.000
C 1.49 4.64 1.10 0.001
C 1.05 3.33 0.95 0.000
C 2.09 2.24 0.94 0.005
H 0.58 4.14 -2.97 0.000
H 1.31 2.72 -3.75 -0.001
H 1.80 3.15 -2.11 0.000
H -3.47 -0.77 0.90 0.001
H -4.25 0.67 0.21 0.000
H -5.10 -0.32 1.39 0.000
H -5.45 0.94 3.27 0.000
H -5.84 2.56 5.19 0.000
H -4.47 3.04 6.19 0.000
H -5.04 1.38 6.22 0.000
H -2.19 2.67 5.42 0.000
H 0.07 1.82 4.71 0.000
H -0.03 3.24 3.69 0.000
H 0.41 1.68 3.00 -0.001
H -3.09 3.12 0.25 0.001
H -3.09 4.83 -0.04 0.000
H -3.23 4.21 1.62 0.000
H -1.43 6.31 0.97 0.000
H 0.39 7.87 1.06 0.000
H 2.01 7.30 0.64 0.000
H 1.48 7.29 2.32 0.000
H 2.56 4.81 1.21 0.000
H 3.08 2.66 1.10 0.001
H 2.11 1.70 -0.01 0.000
H 1.93 1.48 1.71 0.000
C 6.62 -2.61 -4.70 0.000
C 5.15 -2.51 -4.42 0.000
C 4.40 -3.66 -4.15 0.000
C 3.05 -3.57 -3.85 0.000
C 2.45 -2.32 -3.82 0.001
C 3.17 -1.16 -4.09 0.002
C 4.52 -1.27 -4.39 0.000
S 0.77 -2.27 -3.32 0.008
O -0.01 -3.07 -4.20 0.000
O 0.70 -2.64 -1.88 0.012
O 0.36 -0.79 -3.27 0.000
H 6.85 -3.50 -5.30 0.000
H 7.18 -2.69 -3.77 0.000
H 6.99 -1.74 -5.24 0.000
H 4.88 -4.63 -4.18 0.000
H 2.48 -4.46 -3.65 0.000
H 2.68 -0.20 -4.06 -0.001
H 5.09 -0.38 -4.61 0.000

15
Properties=species:S:1:pos:R:3:mulliken_spin:R:1 method="wB97M-V/def2-TZVPD" homo_lumo_gap_ev="4.10 / 9.90" multiplicity=2 homo_energy_ev="-3.366 / -9.378" de_lowest_ev=3.809
C -1.33 1.86 0.20 0.158
O 0.24 1.81 0.15 -0.225
H -1.76 1.58 -0.85 -0.016
H -1.65 1.28 1.04 -0.059
H -1.51 2.93 0.28 0.014
H 0.42 2.69 0.51 0.055
C 0.37 -1.39 0.42 0.656
C -0.33 -2.40 -0.06 0.116
N 1.05 -0.53 -0.61 1.064
H 0.90 -1.28 1.31 -0.177
H -0.67 -3.21 0.70 -0.006
H -0.68 -2.32 -1.00 -0.103
H 2.04 -0.21 -0.31 -0.140
H 0.77 -0.97 -1.58 -0.229
H 0.61 0.40 -0.37 -0.110

80
Properties=species:S:1:pos:R:3:mulliken_charge:R:1 method="wB97M-V/def2-TZVPD" homo_lumo_gap_ev=7.79 total_charge=-1 homo_energy_ev=-5.648 de_lowest_ev=5.168
Cl 2.89 -0.02 1.49 1.627
O 2.45 1.18 0.81 -0.646
O 4.28 -0.33 1.21 -0.654
O 2.75 0.10 2.92 -0.674
O 2.03 -1.08 1.10 -0.653
O -5.22 0.02 -0.73 -0.840
P -5.33 0.02 -2.24 0.365
N -5.67 -1.58 -2.82 0.189
C -6.05 -1.79 -4.26 -0.982
C -5.96 -2.52 -1.80 -1.111
N -3.92 0.49 -3.02 0.370
C -3.41 1.87 -2.92 -1.131
C -2.99 -0.42 -3.63 -1.046
N -6.65 0.95 -2.85 0.285
C -7.92 0.97 -2.22 -1.034
C -6.56 1.68 -4.15 -1.164
H -6.34 -0.90 -4.83 0.204
H -7.01 -2.26 -4.07 0.440
H -5.37 -2.48 -4.77 0.292
H -6.94 -2.40 -1.33 0.249
H -5.12 -2.35 -1.13 0.386
H -5.81 -3.54 -2.15 0.398
H -3.04 2.07 -1.92 0.323
H -2.74 2.18 -3.72 0.335
H -4.22 2.59 -2.92 0.373
H -3.41 -1.39 -3.91 0.269
H -2.57 -0.13 -4.59 0.350
H -2.17 -0.63 -2.96 0.384
H -8.25 -0.04 -2.00 0.248
H -7.79 1.56 -1.31 0.319
H -8.72 1.48 -2.75 0.429
H -5.66 2.26 -4.36 0.262
H -7.24 2.53 -4.05 0.514
H -6.95 1.18 -5.04 0.324
O 2.85 -2.32 -5.93 -0.618
C 3.70 -1.53 -5.47 0.445
O 3.68 -0.20 -5.87 -0.319
C 4.78 0.47 -5.29 -0.403
C 5.77 -0.72 -4.91 -0.480
C 4.86 -1.83 -4.50 -0.331
H 4.46 1.03 -4.41 0.281
H 5.14 1.14 -6.07 0.281
H 6.33 -0.56 -3.98 0.298
H 6.42 -0.89 -5.77 0.292
H 4.27 -1.71 -3.59 0.261
H 5.37 -2.79 -4.55 0.294
C 5.44 5.94 3.37 -1.286
C 6.69 5.92 2.40 0.320
C 7.88 5.45 3.24 -0.680
O 8.24 6.46 4.24 -0.330
C 9.05 5.79 5.29 -0.725
N 6.37 4.90 1.41 -0.757
H 5.04 5.03 3.82 0.334
H 4.61 6.42 2.86 0.382
H 5.76 6.56 4.20 0.354
H 6.95 6.81 1.82 0.261
H 8.65 5.28 2.49 0.361
H 7.62 4.49 3.69 0.321
H 8.41 5.11 5.85 0.314
H 9.45 6.62 5.87 0.257
H 9.92 5.20 5.04 0.307
H 5.39 4.91 1.16 0.278
H 6.29 4.01 1.88 0.290
C 0.05 -5.26 5.26 -1.518
C -1.29 -4.65 4.84 0.621
C -2.57 -5.29 5.40 -0.751
O -3.17 -6.05 4.32 -0.357
C -4.50 -5.78 3.85 -0.709
N -1.25 -3.22 5.12 -0.692
H 0.08 -5.03 6.32 0.369
H 0.86 -4.70 4.80 0.410
H 0.12 -6.30 4.94 0.324
H -1.26 -4.66 3.75 0.279
H -3.25 -4.52 5.76 0.384
H -2.25 -5.92 6.22 0.314
H -5.32 -5.98 4.54 0.287
H -4.67 -6.37 2.95 0.227
H -4.63 -4.70 3.77 0.345
H -0.42 -2.84 4.68 0.267
H -1.30 -3.00 6.10 0.200

7
Properties=species:S:1:pos:R:3:nbo_charge:R:1 method="wB97M-V/def2-TZVPD" homo_lumo_gap_ev="8.11 / 7.46" homo_energy_ev="-8.496 / -8.431" de_lowest_ev=6.437
C -0.07 -0.54 0.27 0.278
C -1.39 -0.58 -0.03 -0.560
N 1.10 -0.29 0.54 -0.338
N 1.94 1.80 -0.32 0.183
O 2.16 0.65 -0.38 -0.058
H -1.94 -1.37 -0.55 0.249
H -1.81 0.34 0.46 0.246

107
Properties=species:S:1:pos:R:3:mulliken_charge:R:1 method="wB97M-V/def2-TZVPD" homo_lumo_gap_ev=2.67 homo_energy_ev=-4.247
C 5.23 1.18 2.30 -1.068
C 4.79 1.13 0.76 0.505
C 4.89 -0.38 0.11 -0.285
F 4.84 -1.24 1.26 -0.381
N 3.78 -0.48 -0.87 1.281
C 4.32 0.14 -2.12 -1.023
C 3.26 1.18 -2.80 0.715
O 3.74 2.53 -2.85 -0.517
Si 2.51 3.70 -2.47 0.813
C 3.43 5.41 -2.35 -1.149
C 1.68 3.45 -0.75 -0.048
C 1.19 3.93 -3.86 -0.742
C 3.16 -1.80 -1.06 -0.170
F 2.64 -1.79 -2.44 -0.575
C 4.14 -3.07 -1.12 -0.044
F 3.80 -3.95 -2.25 -0.408
C 4.31 -4.00 0.14 -0.242
C 5.84 -4.41 0.50 -1.248
C 1.76 -2.03 -0.23 0.521
O 0.65 -1.79 -1.10 -0.126
C -0.59 -2.38 -0.88 0.278
C -1.64 -1.16 -0.59 -0.235
C -1.63 -0.03 -1.73 -0.541
C -1.93 1.42 -1.02 -0.554
S -3.65 1.46 -0.28 1.503
O -3.92 2.90 0.15 -0.705
O -4.67 1.12 -1.35 -0.633
O -3.83 0.48 1.07 -0.556
C -0.82 -3.41 0.33 -1.352
C -0.45 -4.94 0.01 0.128
C -0.27 -5.67 1.47 -1.171
O 0.81 -5.13 -0.68 -0.432
N -0.95 -3.16 -2.13 0.553
C -2.38 -3.35 -2.33 0.530
O -3.06 -2.58 -3.07 -0.435
F -3.14 -4.45 -1.77 -0.271
C -0.20 -2.75 -3.32 0.370
O -0.37 -1.75 -4.03 -0.366
F 0.82 -3.67 -3.76 -0.276
B 1.59 -0.92 0.99 1.246
O 1.04 0.40 0.82 -0.328
O 2.03 -1.32 2.33 -0.945
C 1.72 -0.29 3.31 -0.521
H 6.23 0.61 2.43 0.291
H 4.43 0.87 3.05 0.200
H 5.48 2.29 2.53 0.383
H 3.77 1.61 0.53 -0.570
H 5.57 1.75 0.16 0.417
H 5.93 -0.55 -0.38 0.508
H 4.75 -0.62 -2.88 0.371
H 5.25 0.82 -1.92 0.412
H 2.93 0.74 -3.81 0.228
H 2.33 1.11 -2.11 -0.559
H 3.29 6.02 -3.31 0.297
H 3.06 5.95 -1.41 0.296
H 4.55 5.17 -2.19 0.221
H 1.02 2.51 -0.70 -0.754
H 0.96 4.34 -0.60 0.461
H 2.43 3.51 0.14 0.306
H 1.34 4.97 -4.35 0.282
H 1.32 3.09 -4.64 0.162
H 0.15 3.89 -3.36 0.151
H 5.19 -2.66 -1.40 0.292
H 3.74 -5.00 -0.01 0.452
H 3.87 -3.53 1.11 0.025
H 6.01 -4.54 1.64 0.291
H 6.63 -3.73 0.03 0.280
H 6.03 -5.47 0.06 0.361
H 1.82 -3.03 0.30 -0.456
H -2.70 -1.55 -0.32 0.429
H -1.30 -0.62 0.39 0.085
H -0.59 0.12 -2.22 -0.016
H -2.45 -0.13 -2.53 0.464
H -1.11 1.69 -0.26 0.012
H -1.90 2.23 -1.84 0.455
H -3.10 0.66 1.71 0.348
H -0.31 -3.14 1.32 0.131
H -1.96 -3.41 0.56 0.544
H -1.26 -5.54 -0.53 0.447
H -0.89 -5.11 2.24 0.284
H 0.84 -5.48 1.75 0.256
H -0.48 -6.80 1.42 0.320
H 0.64 -5.62 -1.53 0.321
H 1.70 1.03 0.46 0.008
H 2.28 0.70 3.07 0.039
H 2.06 -0.60 4.36 0.250
H 0.60 -0.02 3.33 0.107
O -0.84 2.74 -4.91 -0.992
H -0.74 2.02 -5.53 0.090
C -7.04 1.64 1.98 -1.184
C -6.53 1.90 3.39 0.241
C -7.63 2.37 4.36 -0.719
O -7.95 3.74 4.09 -0.432
C -9.10 3.92 3.27 -0.645
N -5.51 2.99 3.31 -0.174
H -7.31 2.56 1.46 0.334
H -6.27 1.14 1.39 0.190
H -7.92 0.99 2.00 0.382
H -6.03 1.01 3.78 0.370
H -7.22 2.35 5.37 0.375
H -8.50 1.72 4.35 0.429
H -9.81 3.09 3.34 0.310
H -8.79 4.05 2.23 0.287
H -9.61 4.83 3.59 0.242
H -4.85 2.89 2.52 0.158
H -4.97 3.07 4.18 0.399
H -6.01 3.89 3.21 0.408

54
Properties=species:S:1:pos:R:3:mulliken_spin:R:1 method="wB97M-V/def2-TZVPD" homo_lumo_gap_ev="7.71 / 5.39" total_charge=+2 multiplicity=4 homo_energy_ev="-14.066 / -14.009" de_lowest_ev=0.579
Mn 2.16 0.01 0.48 2.018
N 2.11 -1.99 0.99 -0.059
C 2.45 -2.88 -0.16 -0.005
C 3.89 -2.68 -0.60 0.010
C 4.20 -1.33 -1.19 0.007
O 5.09 -1.09 -1.93 0.022
O 3.35 -0.33 -0.80 0.034
H 2.75 -2.17 1.77 0.004
H 1.18 -2.23 1.32 0.001
H 1.76 -2.65 -0.96 0.002
H 2.30 -3.91 0.15 -0.003
H 4.14 -3.42 -1.36 -0.001
H 4.58 -2.85 0.23 0.000
S 3.93 0.50 1.95 -0.074
C 3.35 0.60 3.57 0.005
N 4.30 0.77 4.52 -0.002
C 4.07 0.88 5.85 0.000
C 2.79 0.83 6.31 0.001
C 1.76 0.67 5.38 0.004
C 2.03 0.56 4.04 0.002
H 5.26 0.81 4.19 0.000
H 4.94 1.01 6.47 0.000
H 2.60 0.92 7.37 0.000
H 0.73 0.63 5.72 0.000
H 1.22 0.46 3.32 0.010
Cl -3.79 1.73 -4.11 0.009
C -3.65 0.02 -3.96 0.065
C -4.27 -0.77 -4.90 -0.033
C -4.07 -2.14 -4.89 0.081
C -3.23 -2.74 -3.96 -0.027
C -2.61 -1.94 -3.02 0.064
Cl -1.58 -2.67 -1.83 0.011
C -2.83 -0.56 -2.97 0.003
N -2.17 0.20 -2.01 0.338
C -2.71 1.23 -1.31 0.094
C -4.11 1.30 -1.14 0.153
C -4.67 2.36 -0.47 -0.038
C -3.84 3.36 0.03 0.200
C -2.45 3.28 -0.10 -0.032
C -1.86 2.22 -0.75 0.124
C -0.36 2.18 -0.94 0.016
C 0.31 1.12 -0.12 0.024
O 0.34 -0.09 -0.47 -0.001
O 0.96 1.43 0.95 0.006
H -4.88 -0.30 -5.66 0.000
H -4.56 -2.76 -5.63 0.004
H -3.06 -3.80 -3.95 0.001
H -1.22 -0.10 -1.76 -0.051
H -4.73 0.49 -1.52 0.002
H -5.74 2.40 -0.33 0.002
H -4.27 4.21 0.54 0.001
H -1.83 4.07 0.29 0.001
H 0.07 3.14 -0.65 0.004
H -0.12 1.99 -1.99 0.003

19
Properties=species:S:1:pos:R:3:nbo_charge:R:1 method="wB97M-V/def2-TZVPD" homo_lumo_gap_ev=9.50 homo_energy_ev=-8.758 de_lowest_ev=2.103 smiles=CCCNC.O
C 0.13 -0.62 1.94 -0.621
C -1.15 0.32 1.55 -0.418
C -1.52 0.23 0.09 -0.219
N -1.76 -1.24 -0.34 -0.633
C -0.64 -2.11 -0.65 -0.431
H 0.74 -0.94 1.09 0.204
H 0.86 -0.31 2.64 0.212
H -0.34 -1.50 2.25 0.196
H -2.01 -0.04 2.08 0.189
H -0.92 1.24 2.03 0.217
H -2.49 0.76 -0.08 0.201
H -0.78 0.75 -0.59 0.196
H -2.20 -1.67 0.52 0.335
H -0.15 -1.73 -1.62 0.198
H -0.01 -2.34 0.20 0.175
H -0.93 -3.11 -1.10 0.199
H 4.86 3.17 -2.55 0.460
H 3.89 2.21 -2.08 0.459
O 3.87 3.15 -2.25 -0.920

23
Properties=species:S:1:pos:R:3:mulliken_spin:R:1 method="wB97M-V/def2-TZVPD" homo_lumo_gap_ev="2.74 / 7.23" total_charge=-1 multiplicity=2 homo_energy_ev="0.942 / -3.596" de_lowest_ev=0.625
C 2.36 0.44 0.28 0.014
C 0.60 -0.12 -1.58 0.458
C 1.07 0.60 -0.45 0.347
C -0.73 -0.02 -2.01 -0.255
C -1.59 0.89 -1.39 0.229
C 0.25 1.68 -0.11 0.534
C -1.02 1.87 -0.58 -0.281
H 1.21 -0.76 -2.21 0.034
H -1.10 -0.68 -2.79 -0.148
H 3.19 0.79 -0.38 -0.151
H 2.65 -0.55 0.63 0.048
H -2.66 0.88 -1.59 0.047
H 0.73 2.47 0.50 0.200
H -1.47 2.80 -0.23 -0.135
H 2.34 1.08 1.16 0.063
C -0.56 -2.61 2.80 -0.003
C -0.65 -1.56 1.69 -0.046
H -1.58 -2.91 3.09 0.000
H 0.06 -3.42 2.45 -0.001
H -0.25 -2.15 3.75 -0.001
H -0.92 -0.54 2.03 0.057
H -1.41 -1.69 0.93 -0.001
H 0.34 -1.32 1.30 -0.009

36
Properties=species:S:1:pos:R:3:nbo_charge:R:1 method="wB97M-V/def2-TZVPD" homo_lumo_gap_ev=9.15 homo_energy_ev=-8.678 de_lowest_ev=3.798 smiles="CSCC[C@H](N)C(=O)N[C@H](C(=O)O)C(C)C"
C 0.44 -1.28 -0.35 -0.169
C 0.47 -0.29 -1.59 0.670
C 1.21 -2.53 -0.85 -0.426
C 1.51 -3.54 0.32 -0.559
C 3.67 -2.15 1.51 -0.836
C -0.98 1.20 -0.15 -0.148
C -2.42 0.63 0.10 0.825
C -0.95 2.72 -0.12 -0.236
C -1.16 3.14 1.33 -0.614
C -1.95 3.49 -1.01 -0.612
H -1.12 -2.62 -0.13 0.371
H -0.74 -1.57 1.26 0.382
H 0.92 -0.73 0.48 0.221
H 2.15 -2.25 -1.26 0.235
H 0.59 -3.13 -1.62 0.218
H 2.40 -4.19 -0.01 0.234
H 0.59 -4.05 0.67 0.227
H 3.67 -1.52 0.45 0.238
H 3.71 -1.45 2.58 0.252
H 4.61 -3.06 1.68 0.236
H 0.04 1.63 -1.99 0.408
H -0.35 0.74 0.57 0.223
H 0.06 2.99 -0.39 0.200
H -0.45 2.75 2.07 0.215
H -2.19 2.81 1.57 0.232
H -1.14 4.33 1.61 0.206
H -1.73 4.58 -0.84 0.229
H -2.97 3.39 -0.52 0.218
H -1.87 3.10 -1.96 0.204
H -2.28 0.07 -1.71 0.493
N -0.88 -1.58 0.22 -0.850
N -0.22 0.82 -1.38 -0.640
O 1.20 -0.47 -2.54 -0.614
O -2.93 0.66 1.19 -0.575
O -2.94 0.07 -1.02 -0.673
S 2.03 -2.67 1.81 0.215